Entry from the OMol25 dataset: 2 unconnected molecules or ions with the total composition C9H14 at a distorted geometry (ωB97M-V/def2-TZVPD).

Structure (ORCA input):
```
! RIJCOSX wB97M-V def2-TZVPD def2/J DEFGRID3
* xyz -1 2
C 2.876 -1.559 -0.215
C 1.695 -0.754 0.430
C 0.465 -1.364 0.729
C 1.865 0.646 0.617
C -0.643 -0.748 1.282
C 0.753 1.316 1.156
C -0.476 0.634 1.490
H 3.335 -0.778 -0.850
H 2.666 -2.549 -0.678
H 0.569 -2.424 0.700
H 2.774 1.220 0.306
H -1.483 -1.334 1.571
H 0.956 2.338 1.562
H -1.155 1.246 2.138
H 3.744 -1.610 0.517
C -2.537 0.358 -1.911
C -1.960 1.088 -0.731
H -1.853 0.525 -2.706
H -2.655 -0.712 -1.911
H -3.546 0.822 -2.220
H -1.626 2.127 -0.903
H -2.707 0.991 0.085
H -1.056 0.518 -0.460
*
```

Results
lowest unoccupied orbital energy (spin up / spin down): 4.1945 / 3.9389 eV
gap between HOMO and LUMO (spin up / spin down): 3.293 / 7.384 eV
total energy: -351.22264 Eh
HOMO energy (spin up / spin down): 0.901 / -3.446 eV
⟨S²⟩: 0.760
F_max: 4.1 eV Å⁻¹